140
Properties=species:S:1:pos:R:3:mulliken_charge:R:1 method="wB97M-V/def2-TZVPD" charge=0 homo_energy_ev=-8.4 spin_multiplicity=1 gap_ev=8.705 fmax_ev_per_a=1.1 lumo_energy_ev=0.26 smiles="CCCCCCCCCCC[C@H](OC[C@@H](CC(=O)OC(C)=O)O[C@H](N(C(=O)F)C(=O)F)P(C)CC)B(O)N(C)C.C1CCOC1.C1CCOC1.C1CCOC1.C1CCOC1"
C -6.9110 -4.2831 -3.5935 -1.281
C -5.8740 -5.3343 -4.0040 -0.339
C -4.8433 -5.6335 -2.8937 -0.704
C -3.3648 -5.4748 -3.3210 -1.011
C -2.7077 -4.1926 -2.7776 -0.296
C -1.8359 -4.4375 -1.5470 -1.012
C -1.4851 -3.1504 -0.7802 0.395
C 0.0116 -2.9817 -0.5018 -1.327
C 0.2925 -1.8032 0.4300 1.453
C 0.1003 -2.1360 1.9132 -1.014
C 0.0266 -0.8548 2.7693 -0.227
C -1.3576 -0.6357 3.4170 -0.644
O -1.7239 0.7437 3.3543 0.209
C -2.6490 0.9991 2.3265 0.297
C -2.8690 2.5009 2.2957 -0.298
C -1.5769 3.3209 2.2124 -0.860
C -0.6753 3.0894 1.0374 -0.190
O -0.1821 3.9487 0.3723 -0.609
O -0.4525 1.7687 0.7577 0.583
C 0.5881 1.5038 -0.1592 0.518
C 0.1091 1.3131 -1.5610 -1.200
O 1.6989 1.4299 0.2305 -0.560
O -3.8473 2.9284 1.3451 -0.446
C -3.7757 2.4168 0.0447 1.260
N -4.0847 3.6104 -0.8476 -0.087
C -4.3041 3.2091 -2.2102 0.311
O -5.2013 3.5427 -2.8848 -0.478
F -3.3035 2.4243 -2.6863 -0.184
C -3.0968 4.6226 -0.7254 0.562
O -3.0179 5.4005 0.1475 -0.413
F -2.2305 4.6279 -1.7645 -0.253
P -5.0672 1.1484 -0.4760 -0.183
C -4.3477 -0.4991 -0.1010 -0.305
C -6.4549 1.4095 0.6988 -0.703
C -6.3064 1.0846 2.1861 -0.859
B -1.4017 -1.1993 4.9100 0.807
O -0.9431 -2.4821 5.1140 -0.509
N -1.8355 -0.4197 6.0632 -0.130
C -0.8550 0.5611 6.5281 -1.012
C -3.1704 0.1505 5.9263 -0.791
H -7.2085 -4.4394 -2.5532 0.336
H -7.8124 -4.3295 -4.2056 0.367
H -6.4866 -3.2790 -3.6664 0.286
H -6.3949 -6.2532 -4.2833 0.341
H -5.3464 -4.9878 -4.8967 0.278
H -5.0287 -4.9419 -2.0643 0.361
H -5.0033 -6.6406 -2.5038 0.405
H -2.8066 -6.3449 -2.9655 0.409
H -3.3166 -5.4712 -4.4121 0.449
H -3.4890 -3.4632 -2.5351 0.148
H -2.1046 -3.7342 -3.5685 0.348
H -2.3642 -5.1256 -0.8778 0.287
H -0.9186 -4.9509 -1.8517 0.363
H -1.8243 -2.2827 -1.3574 0.065
H -2.0139 -3.1313 0.1788 0.069
H 0.5317 -2.8459 -1.4558 0.428
H 0.4072 -3.9105 -0.0735 0.386
H -0.3931 -0.9861 0.1608 -0.894
H 1.3108 -1.4328 0.2807 -0.050
H -0.8134 -2.7294 2.0336 0.372
H 0.9335 -2.7639 2.2388 0.262
H 0.7962 -0.9038 3.5447 0.588
H 0.2655 0.0113 2.1480 0.029
H -2.0853 -1.2132 2.8178 0.297
H -3.5963 0.4932 2.5442 0.713
H -2.2554 0.6197 1.3788 -0.708
H -3.3067 2.7435 3.2676 0.270
H -1.8625 4.3707 2.1720 0.509
H -1.0305 3.1686 3.1439 0.683
H 0.1577 2.2990 -2.0355 0.462
H 0.7694 0.6339 -2.0964 0.316
H -0.9284 0.9845 -1.5967 0.133
H -2.7658 2.0555 -0.1903 -0.535
H -4.6056 -0.8837 0.8876 0.264
H -4.7233 -1.2024 -0.8442 0.590
H -3.2597 -0.4569 -0.1667 -0.589
H -6.7718 2.4477 0.5714 0.412
H -7.2582 0.7899 0.2863 0.501
H -5.8627 0.1032 2.3597 0.170
H -5.7313 1.8454 2.7111 0.154
H -7.2963 1.0620 2.6497 0.458
H -1.1965 -3.1025 4.4255 0.278
H 0.1497 0.2910 6.1898 0.344
H -0.8192 0.5890 7.6220 0.323
H -1.0800 1.5690 6.1569 0.207
H -3.8281 -0.5351 5.3841 0.307
H -3.6043 0.3275 6.9150 0.339
H -3.1611 1.1083 5.3878 0.034
C 0.6990 7.2916 4.8207 -0.614
C 0.3677 6.5576 6.1190 -0.632
C -0.6525 5.5335 5.6391 -0.456
O -0.2970 5.2179 4.2917 -0.166
C 0.6715 6.1545 3.8085 -0.461
H 1.6566 7.8093 4.8421 0.351
H -0.0797 8.0221 4.5920 0.287
H 1.2570 6.0550 6.5050 0.271
H -0.0247 7.2049 6.9018 0.362
H -1.6658 5.9497 5.6502 0.312
H -0.6494 4.6158 6.2296 0.202
H 1.6441 5.6556 3.7450 0.311
H 0.3815 6.4729 2.8068 0.259
C 5.9794 1.1991 -2.6624 -0.815
C 5.5092 0.9466 -1.2308 -0.067
C 4.2355 0.1455 -1.4613 0.155
O 4.4438 -0.5981 -2.6687 -0.410
C 5.6056 -0.1125 -3.3401 -0.206
H 7.0414 1.4272 -2.7457 0.428
H 5.4176 2.0270 -3.1003 0.303
H 6.2458 0.3410 -0.6966 -0.209
H 5.3333 1.8554 -0.6577 0.389
H 3.3746 0.8044 -1.5931 -0.198
H 4.0126 -0.5499 -0.6513 0.175
H 6.4070 -0.8533 -3.2373 0.281
H 5.3801 0.0066 -4.4004 0.083
C 1.7467 -1.2377 -6.7208 -0.552
C 2.9382 -0.7622 -5.8911 -0.194
C 4.0090 -1.7632 -6.3015 -0.339
O 3.7243 -2.1343 -7.6513 -0.437
C 2.4250 -1.6680 -8.0160 -0.480
H 0.9873 -0.4729 -6.8785 0.363
H 1.2730 -2.0959 -6.2387 0.238
H 3.2284 0.2471 -6.1944 0.247
H 2.7623 -0.7584 -4.8164 0.142
H 3.9715 -2.6601 -5.6740 0.230
H 5.0190 -1.3542 -6.2549 0.262
H 2.5304 -0.8230 -8.7054 0.268
H 1.8953 -2.4694 -8.5324 0.293
C 9.0358 -1.1309 -0.6969 -0.107
C 9.0065 -0.8612 0.8059 -0.547
C 9.8603 -2.0065 1.3363 -0.454
O 10.8196 -2.2956 0.3193 -0.394
C 10.4614 -1.6307 -0.8920 -0.546
H 8.8098 -0.2555 -1.3056 0.127
H 8.3212 -1.9171 -0.9514 0.181
H 9.4790 0.0987 1.0251 0.269
H 8.0041 -0.8523 1.2321 0.340
H 9.2535 -2.9006 1.5161 0.260
H 10.3875 -1.7570 2.2577 0.298
H 11.1526 -0.7968 -1.0565 0.281
H 10.5613 -2.3300 -1.7228 0.281